Below is a molecular structure, C43H38ClN7O5Sn, with properties calculated with the ωB97M-V functional and the def2-TZVPD basis.

Geometry (Å):
Sn: -0.837 -0.069 0.106
Cl: -6.985 -2.798 4.113
C: -5.633 -2.353 3.160
C: -5.839 -2.322 1.706
C: -4.959 -1.720 0.902
C: -3.769 -1.094 1.482
O: -3.270 -0.083 1.009
C: -3.285 -1.754 2.810
C: -2.238 -0.932 3.522
N: -1.147 -0.588 2.986
C: -0.204 0.139 3.753
C: 0.024 -0.103 5.085
C: 0.983 0.632 5.807
C: 1.727 1.590 5.182
C: 1.551 1.832 3.798
C: 2.320 2.782 3.092
C: 2.109 2.964 1.754
C: 1.125 2.190 1.121
N: 0.389 1.295 1.741
C: 0.583 1.102 3.073
C: -4.469 -2.014 3.706
H: -6.757 -2.741 1.315
H: -5.143 -1.561 -0.152
H: -2.499 -0.620 4.537
H: -0.518 -0.895 5.587
H: 1.130 0.425 6.858
H: 2.460 2.170 5.726
H: 3.073 3.354 3.620
H: 2.684 3.678 1.182
H: 0.935 2.313 0.059
H: -4.308 -2.053 4.776
N: -1.313 2.694 -2.805
C: -1.550 3.326 -1.594
C: -1.535 4.729 -1.637
C: -1.869 5.443 -0.514
C: -2.255 4.755 0.634
C: -2.222 3.386 0.597
N: -1.837 2.660 -0.476
C: -1.238 1.373 -3.228
C: -1.441 1.170 -4.601
C: -1.337 -0.095 -5.125
C: -1.028 -1.157 -4.279
C: -0.843 -0.877 -2.951
N: -0.937 0.357 -2.415
H: -1.403 3.331 -3.581
H: -1.283 5.237 -2.559
H: -1.845 6.524 -0.530
H: -2.568 5.278 1.526
H: -2.512 2.804 1.458
H: -1.688 2.010 -5.237
H: -1.500 -0.260 -6.181
H: -0.942 -2.166 -4.652
H: -0.596 -1.670 -2.249
C: 2.026 2.828 -3.549
C: 3.112 2.822 -2.478
N: 4.239 1.965 -2.815
C: 5.076 2.361 -3.957
C: 4.927 1.418 -5.142
C: 4.702 0.955 -2.043
O: 5.779 0.413 -2.222
C: 3.831 0.413 -0.938
C: 4.434 0.074 0.268
C: 3.708 -0.629 1.215
C: 2.393 -0.953 0.931
N: 1.796 -0.615 -0.214
C: 2.515 0.034 -1.133
H: 1.228 3.518 -3.266
H: 1.598 1.832 -3.683
H: 2.428 3.155 -4.507
H: 2.698 2.495 -1.525
H: 3.484 3.841 -2.336
H: 6.114 2.361 -3.628
H: 4.802 3.381 -4.229
H: 5.248 0.416 -4.863
H: 5.554 1.758 -5.966
H: 3.894 1.374 -5.492
H: 5.471 0.336 0.435
H: 4.160 -0.940 2.147
H: 1.789 -1.516 1.635
H: 2.014 0.226 -2.077
O: -0.366 -4.491 -0.478
C: -1.010 -5.354 0.342
C: -0.765 -6.722 0.281
C: -1.420 -7.591 1.130
C: -2.334 -7.117 2.067
C: -2.569 -5.764 2.148
C: -1.917 -4.862 1.294
C: -2.202 -3.428 1.387
O: -2.764 -3.092 2.563
O: -1.998 -2.598 0.522
H: 0.230 -4.987 -1.052
H: -0.056 -7.106 -0.444
H: -1.216 -8.652 1.067
H: -2.854 -7.803 2.720
H: -3.274 -5.377 2.870

Calculated values
HOMO level = -13.2 eV
LUMO level = -5.8 eV
Kohn-Sham gap = 7.36 eV
largest force on an atom = 0.0101 Eh/bohr
total charge = +2



Below is a molecular structure, C43H39BClFeIN9OP, with properties calculated with the ωB97M-V functional and the def2-TZVPD basis.

Geometry (Å):
Fe: -0.004 -0.339 -0.391
C: -1.848 -0.853 -3.853
C: -0.767 -1.676 -3.231
C: -0.095 -2.667 -3.943
C: 0.631 -3.369 -3.009
N: 0.412 -2.817 -1.812
N: -0.416 -1.734 -1.932
B: 0.715 -3.321 -0.383
N: 1.834 -2.486 0.217
C: 3.091 -2.873 0.456
C: 3.773 -1.784 0.938
C: 2.849 -0.738 0.948
C: 3.219 0.641 1.360
N: 1.655 -1.189 0.523
N: -0.584 -3.057 0.444
C: -1.496 -3.967 0.800
C: -2.609 -3.315 1.277
C: -2.315 -1.960 1.140
C: -3.214 -0.839 1.500
N: -1.090 -1.798 0.622
N: 1.098 -4.778 -0.283
C: 1.232 -5.485 0.870
C: 1.922 -6.633 0.586
C: 2.210 -6.545 -0.794
C: 2.962 -7.512 -1.646
N: 1.727 -5.424 -1.298
H: -2.593 -1.539 -4.261
H: -2.366 -0.204 -3.163
H: -1.463 -0.266 -4.688
H: -0.192 -2.885 -4.992
H: 1.239 -4.252 -3.082
H: 3.395 -3.888 0.268
H: 4.804 -1.727 1.238
H: 3.858 0.588 2.242
H: 3.793 1.128 0.569
H: 2.372 1.259 1.611
H: -1.285 -5.017 0.700
H: -3.511 -3.748 1.671
H: -4.079 -1.207 2.047
H: -2.706 -0.113 2.131
H: -3.580 -0.350 0.601
H: 0.840 -5.117 1.803
H: 2.173 -7.429 1.265
H: 2.660 -8.536 -1.431
H: 2.779 -7.309 -2.699
H: 4.035 -7.439 -1.464
Cl: -0.537 3.951 -5.634
C: 0.016 2.832 -4.437
C: 1.304 2.378 -4.470
C: 1.805 1.494 -3.490
I: 3.777 0.878 -3.530
C: 0.980 1.062 -2.479
O: 1.342 0.316 -1.462
C: -0.377 1.486 -2.486
N: -1.127 0.963 -1.477
C: -2.370 1.380 -1.356
C: -2.954 2.302 -2.232
C: -2.220 2.808 -3.272
C: -0.882 2.403 -3.424
H: 1.963 2.721 -5.255
H: -2.944 0.966 -0.549
H: -3.980 2.598 -2.073
H: -2.649 3.517 -3.967
C: -4.221 3.930 3.373
C: -2.904 4.252 3.667
C: -1.867 3.587 3.037
C: -2.112 2.577 2.100
C: -3.439 2.285 1.803
C: -4.484 2.950 2.433
P: -0.609 1.786 1.341
C: 0.416 1.519 2.819
C: 0.395 0.250 3.387
C: 1.115 -0.009 4.544
C: 1.864 0.996 5.135
C: 1.904 2.263 4.564
C: 1.181 2.525 3.413
C: 0.087 3.207 0.418
C: 1.336 3.091 -0.192
C: 1.830 4.104 -0.999
C: 1.070 5.240 -1.235
C: -0.185 5.356 -0.659
C: -0.676 4.348 0.159
H: -5.033 4.443 3.870
H: -2.680 5.024 4.390
H: -0.855 3.865 3.284
H: -3.700 1.546 1.067
H: -5.504 2.695 2.180
H: -0.160 -0.552 2.912
H: 1.098 -1.001 4.975
H: 2.428 0.793 6.036
H: 2.504 3.043 5.012
H: 1.258 3.499 2.945
H: 1.926 2.197 -0.070
H: 2.803 3.990 -1.460
H: 1.452 6.028 -1.871
H: -0.790 6.233 -0.845
H: -1.662 4.459 0.589

Calculated values
2S+1 = 2
HOMO level (alpha / beta) = -10.4 / -10.5 eV
LUMO level (alpha / beta) = -4.1 / -3.5 eV
energy relative to the best compared isomer or geometry (same formula, charge and spin) = 21.6 kcal per mole
Kohn-Sham gap (alpha / beta) = 6.27 / 7.01 eV
largest force on an atom = 0.0129 Eh/bohr
total charge = +1



Below is a molecular structure, C43H39ClGeMnN3O6PS2 in a non-equilibrium geometry, with properties calculated with the ωB97M-V functional and the def2-TZVPD basis.

Geometry (Å):
Mn: -1.355 1.313 0.179
O: -3.597 3.941 -0.412
Cl: -2.711 2.892 -0.153
O: -3.170 1.954 0.821
O: -1.408 3.346 0.294
O: -2.448 2.087 -1.352
C: -3.255 -4.848 2.842
C: -2.192 -5.409 2.149
C: -1.118 -4.625 1.758
C: -1.116 -3.262 2.038
C: -2.184 -2.705 2.744
C: -3.245 -3.497 3.153
P: 0.214 -2.084 1.606
C: 1.728 -2.941 2.168
C: 1.721 -3.673 3.355
C: 2.909 -4.147 3.894
C: 4.116 -3.879 3.265
C: 4.134 -3.149 2.085
C: 2.950 -2.670 1.545
C: 0.394 -2.231 -0.220
C: 0.746 -3.434 -0.816
C: 0.798 -3.570 -2.193
C: 0.508 -2.485 -3.004
C: 0.210 -1.263 -2.444
C: 0.154 -1.089 -1.049
H: -4.092 -5.465 3.141
H: -2.206 -6.466 1.915
H: -0.283 -5.080 1.241
H: -2.185 -1.642 2.952
H: -4.067 -3.056 3.705
H: 0.778 -3.878 3.848
H: 2.894 -4.726 4.809
H: 5.042 -4.244 3.690
H: 5.074 -2.951 1.585
H: 2.966 -2.094 0.625
H: 0.977 -4.283 -0.187
H: 1.040 -4.525 -2.639
H: 0.517 -2.589 -4.080
H: -0.016 -0.426 -3.089
C: 2.344 1.177 4.523
N: 1.150 1.522 3.779
C: -0.112 1.793 4.422
C: -1.074 1.807 3.236
O: -2.244 2.069 3.294
N: -0.348 1.453 2.100
C: 0.934 1.334 2.474
N: 1.936 1.157 1.608
H: 2.424 1.838 5.384
H: 3.235 1.308 3.912
H: 2.303 0.143 4.876
H: -0.122 2.757 4.933
H: -0.394 1.017 5.137
H: 1.655 0.878 0.684
H: 2.809 0.784 1.943
C: -5.746 -0.164 2.164
O: -4.458 -0.092 1.538
C: -4.106 -1.048 0.711
S: -4.924 -2.428 0.355
S: -2.588 -0.940 -0.092
H: -5.736 0.588 2.947
H: -5.923 -1.158 2.570
H: -6.521 0.063 1.432
C: -0.281 0.187 -0.544
Ge: 0.431 1.954 -2.267
C: 2.261 1.209 -2.186
C: 3.154 1.567 -1.180
C: 4.386 0.937 -1.080
C: 4.742 -0.042 -1.997
C: 3.877 -0.365 -3.033
C: 2.639 0.251 -3.124
C: -0.506 1.487 -3.933
C: 0.163 1.824 -5.108
C: -0.443 1.605 -6.336
C: -1.718 1.060 -6.391
C: -2.391 0.736 -5.222
C: -1.787 0.944 -3.991
C: 0.194 3.868 -1.959
C: -0.856 4.476 -2.643
C: -1.129 5.819 -2.439
C: -0.360 6.553 -1.546
C: 0.695 5.951 -0.874
C: 0.975 4.610 -1.076
H: 2.894 2.350 -0.480
H: 5.070 1.214 -0.287
H: 5.696 -0.545 -1.906
H: 4.163 -1.106 -3.769
H: 1.969 -0.006 -3.937
H: 1.157 2.259 -5.063
H: 0.082 1.857 -7.247
H: -2.190 0.887 -7.349
H: -3.388 0.319 -5.264
H: -2.305 0.685 -3.076
H: -1.467 3.895 -3.322
H: -1.948 6.287 -2.968
H: -0.581 7.598 -1.380
H: 1.291 6.526 -0.179
H: 1.790 4.140 -0.540

Calculated values
HOMO level (alpha / beta) = -10.2 / -10.2 eV
LUMO level (alpha / beta) = -4.0 / -4.1 eV
Kohn-Sham gap (alpha / beta) = 6.17 / 6.07 eV
largest force on an atom = 0.1279 Eh/bohr
total charge = +1



Question: What is the formula in the second record?
Answer: C43H39BClFeIN9OP